1.
Entry from OMol25: a single C6H7BrN2S molecule (ωB97M-V with the def2-TZVPD basis set).

The value obtained for the energy above the lowest of the compared OMol25 structures with the same formula, charge and spin is 0.0 kJ/mol. Its highest occupied orbital energy is -9.641 eV. The HOMO-LUMO gap comes out at 9.41 eV.

```
! RIJCOSX wB97M-V def2-TZVPD def2/J DEFGRID3
* xyz 0 1
Br 0.660 -0.617 2.779
S -2.809 0.124 1.083
N -2.031 1.695 -0.526
N -3.030 1.479 0.167
C 1.396 0.219 -0.333
C -1.026 0.849 -0.464
C -1.175 -0.096 0.574
C 0.326 0.936 -1.092
C 0.928 -1.195 -0.051
C -0.184 -1.097 1.003
H 1.667 0.709 0.554
H 0.597 -1.858 -0.880
H 0.472 0.507 -2.065
H 0.636 2.082 -1.164
H -0.548 -2.037 1.149
H 2.347 0.237 -0.987
H 1.774 -1.935 0.252
*
```


2.
Entry from OMol25: 2 unconnected molecules or ions with the total composition C2H9OS (ωB97M-V with the def2-TZVPD basis set).

The value obtained for the energy above the lowest of the compared OMol25 structures with the same formula, charge and spin is 176.5 kJ/mol. Its highest occupied orbital energy is -14.702 eV. The HOMO-LUMO gap comes out at 10.06 eV.

```
! RIJCOSX wB97M-V def2-TZVPD def2/J DEFGRID3
* xyz 1 1
S -0.140 0.193 -0.310
O -2.087 -0.807 1.606
C 0.441 0.193 -2.022
C 1.361 0.351 0.726
H 1.990 1.055 0.194
H -1.094 0.195 0.714
H 1.027 0.655 1.714
H 1.515 0.078 -1.850
H -2.764 -1.319 1.190
H 1.845 -0.607 0.854
H 0.179 -0.742 -2.501
H -2.528 -0.317 2.310
H 0.257 1.075 -2.626
*
```


3.
Entry from OMol25: a molecular structure, C4H10O2 (ωB97M-V with the def2-TZVPD basis set).

The value obtained for the energy above the lowest of the compared OMol25 structures with the same formula, charge and spin is 528.2 kJ/mol. Its highest occupied orbital energy (alpha / beta) is -7.463 / -7.538 eV. The HOMO-LUMO gap (alpha / beta) comes out at 8.23 / 8.33 eV.

```
! RIJCOSX wB97M-V def2-TZVPD def2/J DEFGRID3
* xyz 0 1
O 1.554 0.277 -0.423
O -1.705 -0.470 0.150
C -2.929 -0.095 -0.102
C -0.686 0.318 0.326
C 0.648 -0.315 0.486
C 2.853 -0.232 -0.274
H -0.877 1.361 0.562
H 0.550 -1.396 0.304
H 3.244 -0.066 0.744
H 1.036 -0.185 1.514
H -3.636 -0.905 -0.201
H -1.201 0.917 -1.653
H 3.491 0.292 -0.989
H -3.228 0.918 0.154
H 2.892 -1.313 -0.485
H -1.956 0.776 -1.774
*
```


4.
Entry from OMol25: a molecular structure, C10H16N2OS (ωB97M-V with the def2-TZVPD basis set).

The value obtained for the energy above the lowest of the compared OMol25 structures with the same formula, charge and spin is 1097.8 kJ/mol. Its highest occupied orbital energy is -8.698 eV. The HOMO-LUMO gap comes out at 9.08 eV.

```
! RIJCOSX wB97M-V def2-TZVPD def2/J DEFGRID3
* xyz 0 1
S -2.653 2.317 -0.419
O -0.972 -2.308 -0.901
N -1.950 -0.246 -0.757
N -0.332 1.199 -0.676
C -0.881 -1.203 -0.959
C 4.753 0.722 -0.135
C -3.729 -0.932 0.632
C -1.709 1.135 -0.649
C 2.429 0.112 0.655
C -4.846 -0.267 1.247
C 1.015 -0.415 0.488
C 3.471 0.116 -0.278
C -3.214 -0.599 -0.785
C 0.221 -0.243 -0.486
H 0.939 -0.018 -1.788
H 4.573 1.760 0.141
H -5.315 -0.490 2.278
H -5.398 0.447 0.679
H 3.731 -0.940 -0.450
H 0.478 -0.263 1.525
H -3.358 -1.812 -1.323
H -3.301 -1.507 1.167
H 3.053 0.418 -1.167
H 0.124 2.237 -0.368
H 5.423 0.512 -0.662
H 5.208 0.230 0.992
H -3.899 0.081 -1.279
H 1.293 -1.524 0.677
H 2.789 0.024 1.646
H 2.057 1.457 0.954
*
```


5.
Entry from OMol25: 10 unconnected molecules or ions with the total composition C22H68N16O10 (ωB97M-V with the def2-TZVPD basis set).

The value obtained for the energy above the lowest of the compared OMol25 structures with the same formula, charge and spin is 159.8 kJ/mol. Its highest occupied orbital energy is -9.139 eV. The HOMO-LUMO gap comes out at 9.49 eV.

```
! RIJCOSX wB97M-V def2-TZVPD def2/J DEFGRID3
* xyz 0 1
O 11.296 9.923 10.747
O 9.954 13.609 10.861
O 8.460 12.739 13.875
O 11.120 18.734 12.416
O 7.870 11.261 7.244
O 5.727 17.377 10.186
O 14.545 12.791 12.906
O 14.402 8.131 15.223
O 11.103 18.655 9.035
O 16.802 16.560 7.796
N 11.082 13.093 12.788
N 12.894 11.520 15.836
N 12.874 16.442 12.660
N 9.698 11.800 8.513
N 13.355 18.618 8.984
N 7.804 16.304 10.521
N 9.504 13.808 16.350
N 9.010 10.215 10.830
N 15.354 15.580 10.113
N 12.184 13.713 10.875
N 16.607 12.800 13.533
N 15.310 14.935 13.444
N 12.031 16.591 8.766
N 7.615 12.924 8.773
N 10.051 8.461 9.525
N 6.234 16.665 12.288
C 12.103 17.976 8.990
C 6.502 16.760 10.915
C 17.623 14.622 9.684
C 14.084 7.318 16.306
C 10.149 9.541 10.412
C 8.431 11.864 17.480
C 12.169 17.467 14.868
C 16.796 15.825 10.061
C 17.363 17.440 6.839
C 8.409 11.957 8.106
C 10.989 13.429 11.465
C 7.548 12.800 12.764
C 10.652 17.496 12.892
C 10.017 19.505 11.856
C 8.990 12.428 16.176
C 17.056 17.004 9.121
C 12.210 9.893 14.063
C 12.926 10.049 15.449
C 15.451 13.561 13.270
C 14.333 9.484 15.579
C 7.888 12.393 15.175
C 11.751 16.709 13.514
H 11.254 10.372 14.280
H 8.199 9.974 10.327
H 17.492 14.303 8.640
H 14.419 15.422 13.225
H 14.435 6.311 16.088
H 5.314 16.809 12.680
H 14.140 18.134 8.544
H 13.197 17.368 12.354
H 11.101 16.180 8.768
H 8.078 13.716 9.189
H 10.440 13.808 16.714
H 9.613 14.249 15.426
H 9.182 11.821 18.274
H 10.361 20.493 11.645
H 16.439 11.834 13.641
H 9.102 8.406 9.206
H 13.076 13.372 11.201
H 17.394 13.761 10.332
H 9.844 17.517 13.659
H 7.512 12.358 17.835
H 17.297 16.921 5.879
H 7.092 11.838 12.477
H 8.205 16.256 9.586
H 18.404 17.727 7.032
H 13.292 19.638 9.099
H 14.966 10.069 14.910
H 12.131 8.829 13.793
H 18.068 17.410 9.187
H 12.695 10.438 13.264
H 13.265 12.129 15.111
H 12.814 15.940 8.782
H 12.081 13.921 9.906
H 13.471 11.469 16.679
H 8.853 10.830 11.605
H 12.529 15.974 11.833
H 13.003 7.321 16.465
H 18.691 14.863 9.824
H 9.820 11.761 15.965
H 14.647 9.593 16.625
H 15.170 14.663 10.465
H 10.208 16.964 12.021
H 11.921 12.798 13.252
H 9.296 19.658 12.655
H 7.393 11.452 15.043
H 16.854 18.384 6.832
H 12.362 9.557 16.249
H 16.361 17.805 9.338
H 7.183 13.198 15.438
H 6.754 13.551 12.902
H 9.699 19.018 10.962
H 14.563 7.649 17.260
H 12.444 18.471 14.556
H 8.204 13.115 11.940
H 10.748 8.229 8.840
H 17.476 13.173 13.849
H 17.117 16.166 11.059
H 15.073 15.542 9.141
H 8.192 10.815 17.300
H 10.005 12.373 9.276
H 13.000 16.968 15.352
H 6.806 13.166 8.213
H 11.327 17.521 15.591
H 11.229 15.842 13.846
H 8.242 15.823 11.286
H 10.392 11.160 8.152
H 10.212 12.720 13.093
H 6.851 16.347 13.025
H 16.148 15.415 13.663
*
```


6.
Entry from OMol25: a molecular structure, C25H67Cl3N9O15P3S3 (ωB97M-V with the def2-TZVPD basis set).

Its highest occupied orbital energy is -8.437 eV. The HOMO-LUMO gap comes out at 8.67 eV.

```
! RIJCOSX wB97M-V def2-TZVPD def2/J DEFGRID3
* xyz 0 1
Cl -0.274 -1.054 2.918
Cl -1.678 -1.839 0.643
Cl 1.021 -0.926 0.257
S -0.087 -4.371 5.781
S -5.752 0.206 -2.158
S 1.077 -5.706 1.628
P 5.074 -3.068 -3.368
P -0.897 3.743 -2.900
P -2.661 2.152 2.813
O -1.055 -3.188 5.358
O 1.291 -3.959 5.769
O -4.274 0.545 -1.770
O -6.567 -0.014 -1.011
O 1.028 -4.171 2.037
O -2.374 3.849 -2.867
O 2.373 -6.025 2.474
O -6.124 1.654 -2.734
O 5.818 -3.421 -4.570
O -0.539 -4.988 6.941
O -0.087 -6.428 2.087
O -2.015 1.811 1.548
O -5.777 -0.725 -3.270
O -0.297 -5.252 4.512
O 1.383 -5.900 0.255
N -0.075 3.596 -1.457
N -0.237 5.067 -3.581
N -3.000 0.914 3.873
N 3.565 -3.720 -3.486
N -1.619 3.160 3.566
N -4.072 2.934 2.612
N 4.993 -1.435 -3.132
N -0.371 2.458 -3.750
N 5.707 -3.680 -1.913
C -3.948 -0.149 3.497
C -1.596 -4.895 3.971
C 2.946 -4.836 3.253
C -2.257 0.721 5.122
C 6.996 -4.363 -2.144
C -1.874 4.168 4.605
C -0.470 -0.752 1.200
C 2.417 -3.040 -2.832
C -4.178 3.959 1.559
C 0.995 2.157 -3.929
C -5.382 2.677 -2.121
C 4.485 -0.738 -4.319
C -4.325 1.932 -1.249
C -0.101 2.917 3.361
C -1.198 1.279 -4.115
C 2.239 -3.637 2.627
C 5.943 -0.658 -2.350
C -5.169 3.024 3.516
C 4.939 -4.144 -0.811
C 3.281 -4.736 -4.410
C -0.717 5.493 -4.884
C -2.244 -3.962 4.879
C 0.474 2.369 -0.926
C 1.047 5.642 -3.288
C -0.486 4.515 -0.412
H 1.737 -2.574 -3.595
H 2.800 -2.284 -2.103
H 3.919 -1.430 -5.009
H -5.140 3.994 0.970
H 1.824 -2.879 3.351
H 7.399 -4.020 -3.061
H -1.851 -0.271 5.206
H -3.363 2.392 -1.395
H -3.470 -1.115 3.442
H -4.100 5.006 1.973
H -3.424 3.926 0.803
H -1.098 5.310 -0.804
H 5.525 0.341 -2.317
H -5.431 3.988 3.838
H 5.568 -3.899 0.075
H 0.392 5.021 -0.049
H 5.945 -1.070 -1.335
H 1.140 1.150 -3.502
H -0.029 5.134 -5.594
H 1.649 2.941 -3.454
H -1.442 5.152 4.254
H -1.082 4.049 0.333
H -0.703 6.571 -5.026
H 2.401 -4.423 -5.025
H 1.365 5.456 -2.280
H -4.631 1.928 -0.154
H -1.509 -4.450 3.019
H -0.766 0.292 1.130
H 5.228 -0.206 -4.948
H 0.138 1.465 -1.482
H -2.097 -5.850 3.918
H -6.067 3.296 -1.560
H 1.265 2.095 -5.007
H 1.843 5.377 -4.024
H 0.479 2.479 4.206
H 4.093 -4.766 -5.145
H -2.896 0.772 6.049
H -2.969 4.203 4.770
H -1.488 1.495 5.086
H 0.915 6.734 -3.458
H 1.596 2.350 -0.970
H -2.969 -3.243 4.512
H 0.053 2.317 2.491
H -4.832 3.254 -2.852
H -0.964 0.484 -3.414
H 4.596 -5.168 -0.865
H 2.672 -4.972 4.293
H 3.123 -5.736 -4.031
H -4.859 -0.259 4.112
H -4.940 2.352 4.363
H 7.022 -0.641 -2.632
H -1.380 3.832 5.522
H -2.249 1.575 -4.163
H 2.841 -3.123 1.926
H -6.073 2.644 3.026
H 6.787 -5.453 -2.262
H -0.921 1.050 -5.162
H 0.172 2.203 0.141
H 1.775 -3.755 -2.383
H -2.605 -4.494 5.765
H -1.686 5.102 -5.181
H 3.999 -4.934 3.099
H 3.712 -0.038 -3.951
H 7.677 -4.133 -1.325
H 0.380 3.901 3.272
H 3.942 -3.655 -0.737
H -4.248 0.051 2.406
*
```


7.
Entry from OMol25: a single C16H19N3O4S2 molecule (ωB97M-V with the def2-TZVPD basis set).

The value obtained for the energy above the lowest of the compared OMol25 structures with the same formula, charge and spin is 253.8 kJ/mol. Its highest occupied orbital energy is -8.296 eV. The HOMO-LUMO gap comes out at 8.70 eV.

```
! RIJCOSX wB97M-V def2-TZVPD def2/J DEFGRID3
* xyz 0 1
S -2.539 2.035 -0.839
S 1.819 0.372 0.253
O -4.180 -0.023 -1.133
O 2.230 0.373 1.630
O 1.565 1.631 -0.384
O 5.652 -0.438 -0.070
N -3.267 0.089 0.924
N 2.895 -0.472 -0.728
N -1.676 1.674 1.562
C 3.839 0.333 -1.480
C -0.997 2.735 1.060
C -4.322 -1.982 0.271
C -2.506 1.210 0.691
C -1.891 -2.216 -0.230
C 0.387 -0.679 0.079
C 3.524 -1.605 -0.077
C -1.320 3.082 -0.209
C 5.038 0.713 -0.609
C -1.200 -2.217 0.978
C -0.260 -0.696 -1.141
C -3.962 -0.549 -0.066
C 4.749 -1.167 0.733
C -1.398 -1.466 -1.294
C -3.231 -2.889 -0.351
C -0.061 -1.444 1.136
H 4.169 -0.254 -2.343
H 5.805 1.221 -1.195
H 0.121 -0.083 -1.942
H -3.463 -3.044 -1.404
H 3.822 -2.314 -0.857
H -1.931 -1.458 -2.233
H 5.301 -2.034 1.101
H -1.567 -2.809 1.805
H -4.360 -2.118 1.352
H -3.087 -0.363 1.810
H -0.263 3.213 1.680
H -5.293 -2.229 -0.157
H 4.412 -0.552 1.578
H -3.234 -3.855 0.155
H 3.308 1.223 -1.814
H 2.784 -2.070 0.573
H -0.911 3.869 -0.807
H 4.693 1.371 0.203
H 0.469 -1.399 2.074
*
```


8.
Entry from OMol25: 2 unconnected molecules or ions with the total composition C25H45NO8Si (ωB97M-V with the def2-TZVPD basis set).

Its highest occupied orbital energy is -9.106 eV. The HOMO-LUMO gap comes out at 8.70 eV.

```
! RIJCOSX wB97M-V def2-TZVPD def2/J DEFGRID3
* xyz 0 1
Si 0.027 2.859 1.079
O -5.326 -2.416 1.282
O -1.280 -0.485 2.038
O 1.895 2.770 -1.808
O 1.553 -2.511 0.873
O 4.711 1.076 2.853
O 1.903 0.367 -1.552
O -2.105 -2.716 2.714
O -1.195 2.751 -2.324
N -1.596 -1.771 -4.342
C 5.706 -0.790 1.709
C -2.400 3.372 -2.905
C -1.502 2.778 2.301
C -1.030 -3.104 -4.736
C 1.240 -3.882 0.439
C 1.597 2.670 2.171
C -0.126 4.623 0.227
C -1.192 -0.852 0.612
C -3.581 2.836 -5.224
C -2.172 3.399 -4.546
C 0.413 -1.634 -2.359
C 4.971 -0.961 4.104
C 4.685 -0.345 2.744
C 1.269 1.703 -1.302
C -1.545 2.055 -1.062
C 0.278 -3.869 -4.112
C -3.461 -2.284 3.089
C -0.104 1.582 -0.379
C -0.881 -1.098 -3.206
C 1.097 -0.807 -1.076
C 1.047 -3.098 -2.859
C 0.082 -0.038 -0.022
C -4.501 -3.251 2.212
C 2.183 -1.715 -0.190
C -1.117 -1.646 2.924
H -4.472 3.245 -4.553
H 5.600 1.337 3.144
H 2.522 2.985 1.526
H 1.442 3.389 3.111
H -3.328 2.726 -2.570
H 0.964 -4.627 1.298
H 1.967 -3.624 -2.365
H -1.922 4.513 -4.892
H 1.670 1.547 2.498
H -1.262 -1.245 4.033
H 0.794 0.054 0.933
H 3.679 -0.630 2.415
H -2.255 1.932 1.940
H -4.735 -2.351 0.456
H -1.313 -0.034 -2.879
H -2.225 -0.592 0.091
H -3.929 -4.014 1.519
H -3.631 3.301 -6.323
H -5.201 -3.862 2.956
H 5.955 -0.652 4.475
H 0.506 4.712 -0.754
H 2.061 -4.372 -0.258
H -1.289 2.659 -4.834
H -2.148 2.814 -0.409
H -1.190 2.647 3.421
H -3.573 1.669 -5.323
H 5.495 -0.330 0.737
H 0.586 -4.912 -4.547
H -3.712 -1.178 2.759
H -0.996 -2.011 0.443
H -2.265 1.128 -1.267
H 4.235 -0.622 4.842
H 2.898 -2.359 -0.855
H -2.126 3.792 2.215
H 5.699 -1.878 1.590
H -0.055 -2.145 2.900
H 4.942 -2.054 4.057
H 6.716 -0.476 1.994
H 0.268 -3.791 -0.249
H -1.596 -3.683 -5.614
H 0.181 5.461 0.984
H -3.679 -2.407 4.256
H -2.428 4.482 -2.523
H -1.261 4.792 -0.102
H 2.868 -0.905 0.358
*
```